Record 1
DFT (ωB97M-V/def2-TZVPD) results for a molecular structure, C21H33N3O7P2Ti.

relative energy (zero: lowest compared OMol25 entry of this formula, charge and spin) = 99.4 kcal/mol
<S²> = 2.029
E = -3042.4445 hartree
highest occupied orbital energy (spin up / spin down) = -5.327 / -5.300 eV
multiplicity = 3

Geometry (Å):
P1 1.901 1.785 0.462
P2 -0.610 1.442 -2.673
C1 2.133 2.170 -1.395
C2 0.833 2.541 -2.170
H1 2.699 1.331 -1.832
H2 2.844 3.004 -1.482
H3 0.364 3.340 -1.566
H4 1.171 2.971 -3.138
C3 -0.592 1.721 -4.514
H5 -1.272 1.028 -5.036
H6 0.402 1.591 -4.972
H7 -0.935 2.751 -4.734
C4 -2.143 2.352 -2.277
H8 -2.488 2.865 -3.196
H9 -1.991 3.122 -1.501
H10 -2.940 1.660 -1.963
C5 3.688 1.667 0.809
H11 3.888 1.389 1.851
H12 4.218 2.608 0.602
H13 4.175 0.906 0.177
C6 1.364 3.474 1.090
H14 0.319 3.669 0.777
H15 2.073 4.127 0.552
H16 1.510 3.574 2.178
Ti1 0.059 1.404 1.769
C7 -1.122 -0.531 -2.803
C8 -0.618 -1.442 -3.776
C9 0.799 -1.506 -4.114
C10 1.678 -2.248 -3.049
C11 2.204 -1.407 -1.941
C12 1.652 -1.275 -0.747
C13 0.356 -0.550 -0.676
C14 -0.863 -1.152 -1.384
C15 1.099 1.554 3.548
H17 -2.192 -0.357 -2.925
H18 -1.140 -2.395 -3.838
H19 1.176 -0.488 -4.303
H20 0.962 -2.057 -5.050
H21 1.109 -3.053 -2.606
H22 2.527 -2.695 -3.568
H23 3.181 -0.963 -2.158
H24 2.193 -1.392 0.179
H25 0.569 0.357 -1.270
H26 0.085 -0.201 0.358
H27 -0.703 -2.237 -1.416
H28 -1.748 -1.030 -0.726
H29 0.242 1.589 4.267
H30 1.716 2.451 3.662
H31 1.714 0.661 3.767
O1 -3.368 -5.153 4.386
N1 -3.688 -3.978 4.711
O2 -4.617 -3.727 5.495
C16 -2.911 -2.941 4.064
C17 -1.936 -3.411 3.191
C18 -1.060 -2.576 2.543
C19 -1.260 -1.188 2.626
O3 -0.346 -0.343 2.205
C20 -2.353 -0.702 3.430
C21 -3.112 -1.563 4.239
N2 -2.341 0.703 3.763
O4 -2.844 1.067 4.832
O5 -1.778 1.573 2.963
N3 0.200 -3.209 2.122
O6 0.274 -4.442 2.373
O7 1.158 -2.584 1.665
H32 -1.822 -4.475 3.101
H33 -3.746 -1.177 5.044

Here are the natural (NBO) charges for atoms 1 to 4, given in e: 0.90, 1.23, -0.69, -0.72

Record 2
DFT (ωB97M-V/def2-TZVPD) results for 3 unconnected molecules or ions with the total composition C21H33N4O3.

total charge = +1
E = -1264.5130 hartree
highest occupied orbital energy = -10.564 eV

Geometry (Å):
C1 2.106 -4.366 0.639
C2 1.716 -3.069 1.343
C3 0.465 -2.424 0.784
O1 0.830 -1.647 -0.374
C4 -0.188 -1.342 -1.235
N1 -0.933 -0.159 -0.720
C5 -2.165 0.220 -1.015
N2 -2.415 1.327 -0.328
C6 -1.328 1.678 0.436
C7 -1.252 2.817 1.391
C8 -1.233 2.284 2.826
C9 -2.510 1.498 3.186
C10 -2.284 0.009 3.031
O2 -1.396 -0.610 3.566
O3 -3.181 -0.559 2.194
C11 -3.127 -1.995 2.095
C12 -4.155 -2.441 1.077
C13 -0.395 0.733 0.172
H1 2.453 -4.174 -0.377
H2 1.242 -5.030 0.574
H3 2.898 -4.888 1.173
H4 1.535 -3.268 2.402
H5 2.531 -2.343 1.284
H6 0.007 -1.767 1.533
H7 -0.283 -3.173 0.501
H8 0.239 -1.068 -2.201
H9 -0.874 -2.182 -1.379
H10 -2.854 -0.283 -1.673
H11 -3.290 1.829 -0.339
H12 -2.093 3.499 1.246
H13 -0.329 3.366 1.202
H14 -1.064 3.097 3.530
H15 -0.383 1.605 2.929
H16 -3.340 1.792 2.542
H17 -2.785 1.682 4.223
H18 -3.338 -2.419 3.077
H19 -2.121 -2.309 1.817
H20 -3.882 -3.423 0.689
H21 -5.154 -2.521 1.503
H22 -4.205 -1.755 0.229
H23 0.608 0.628 0.552
N3 0.098 1.195 -4.525
C14 1.031 0.312 -5.008
C15 1.792 0.975 -5.930
C16 1.301 2.307 -6.008
C17 0.257 2.414 -5.132
H24 -0.601 0.984 -3.840
H25 1.073 -0.706 -4.661
H26 2.609 0.554 -6.490
H27 1.673 3.096 -6.640
H28 -0.382 3.246 -4.891
N4 3.335 0.862 1.608
C18 4.018 1.985 1.990
C19 4.282 2.719 0.866
C20 3.741 2.012 -0.242
C21 3.162 0.872 0.246
H29 3.029 0.136 2.230
H30 4.263 2.162 3.023
H31 4.813 3.655 0.838
H32 3.777 2.306 -1.278
H33 2.654 0.066 -0.258

Here are the natural (NBO) charges for atoms 1 to 4, given in e: -0.61, -0.42, -0.08, -0.52

Record 3
DFT (ωB97M-V/def2-TZVPD) results for a single C21H33NO3 molecule.

relative energy (zero: lowest compared OMol25 entry of this formula, charge and spin) = 0.8 kcal/mol
E = -1100.4904 hartree
highest occupied orbital energy = -8.099 eV
structure (SMILES) = CCN(CC)CCCOC(=O)[C@@](O)(c1ccccc1)C1CCCCC1

Geometry (Å):
C1 3.653 -0.511 -0.056
C2 3.329 0.524 1.019
N1 3.213 -0.111 2.321
C3 3.802 0.628 3.420
C4 5.323 0.488 3.422
C5 1.910 -0.669 2.590
C6 0.816 0.344 2.994
C7 -0.582 -0.281 2.980
O1 -1.339 0.130 1.839
C8 -1.139 -0.509 0.682
O2 -0.392 -1.440 0.538
C9 -1.930 0.168 -0.441
O3 -3.113 0.753 0.047
C10 -0.952 1.214 -0.979
C11 -1.320 2.552 -1.030
C12 -0.439 3.503 -1.512
C13 0.821 3.128 -1.944
C14 1.193 1.795 -1.896
C15 0.314 0.841 -1.415
C16 -2.301 -0.856 -1.535
C17 -2.938 -0.152 -2.732
C18 -3.311 -1.161 -3.813
C19 -4.264 -2.215 -3.257
C20 -3.631 -2.919 -2.062
C21 -3.260 -1.910 -0.980
H1 3.829 -0.021 -1.010
H2 2.833 -1.214 -0.173
H3 4.543 -1.066 0.226
H4 2.412 1.065 0.737
H5 4.138 1.255 1.059
H6 3.418 0.203 4.350
H7 3.530 1.698 3.401
H8 5.741 0.976 4.299
H9 5.592 -0.564 3.439
H10 5.761 0.939 2.535
H11 2.017 -1.404 3.395
H12 1.585 -1.200 1.694
H13 0.821 1.188 2.300
H14 1.028 0.734 3.990
H15 -0.517 -1.374 2.986
H16 -1.179 0.055 3.830
H17 -2.923 1.140 0.910
H18 -2.310 2.842 -0.710
H19 -0.739 4.540 -1.550
H20 1.511 3.870 -2.319
H21 2.173 1.495 -2.235
H22 0.616 -0.194 -1.369
H23 -1.378 -1.350 -1.851
H24 -3.831 0.373 -2.390
H25 -2.245 0.588 -3.138
H26 -3.776 -0.644 -4.655
H27 -2.405 -1.650 -4.179
H28 -5.192 -1.732 -2.942
H29 -4.510 -2.943 -4.033
H30 -4.323 -3.658 -1.654
H31 -2.731 -3.447 -2.387
H32 -4.159 -1.410 -0.617
H33 -2.792 -2.426 -0.140

Here are the natural (NBO) charges for atoms 1 to 4, given in e: -0.61, -0.22, -0.47, -0.21

Record 4
DFT (ωB97M-V/def2-TZVPD) results for a molecular structure, C21H34As3F3N2O2Pd.

relative energy (zero: lowest compared OMol25 entry of this formula, charge and spin) = 20.4 kcal/mol
<S²> = 6.016
total charge = +2
E = -8214.6498 hartree
highest occupied orbital energy (spin up / spin down) = -12.638 / -12.874 eV
multiplicity = 5

Geometry (Å):
Pd1 0.849 0.864 0.948
N1 -0.270 2.409 4.025
N2 0.749 3.135 3.557
C1 0.933 3.052 2.142
O1 2.082 3.128 1.721
O2 -0.126 2.823 1.464
H1 -1.104 2.496 3.452
H2 -0.397 2.437 5.032
H3 1.598 3.067 4.108
C2 -0.092 -2.365 -1.028
As1 -0.634 -0.575 -0.491
C3 -2.323 -0.917 0.385
C4 -1.279 0.305 -2.122
C5 -0.315 0.821 -3.207
C6 -1.193 1.297 -4.374
C7 0.516 2.022 -2.733
As2 1.763 1.909 -1.208
C8 2.310 3.764 -1.171
C9 3.334 1.086 -2.024
C10 0.581 -0.332 -3.684
As3 1.658 0.021 -5.278
C11 0.725 -0.253 -6.938
C12 3.268 -1.028 -5.261
H4 0.896 -2.378 -1.484
H5 -0.829 -2.780 -1.716
H6 -0.058 -2.987 -0.134
H7 -3.033 -1.371 -0.305
H8 -2.716 0.025 0.764
H9 -2.138 -1.585 1.225
H10 -1.857 1.159 -1.756
H11 -1.999 -0.383 -2.576
H12 -1.924 2.025 -4.023
H13 -1.741 0.470 -4.830
H14 -0.600 1.801 -5.142
H15 -0.183 2.821 -2.465
H16 1.105 2.417 -3.571
H17 2.666 4.062 -2.157
H18 3.092 3.883 -0.428
H19 1.458 4.373 -0.876
H20 3.478 1.444 -3.047
H21 3.282 -0.002 -1.999
H22 4.209 1.382 -1.445
H23 -0.026 -1.201 -3.967
H24 1.301 -0.654 -2.930
H25 -0.111 0.435 -7.018
H26 0.361 -1.283 -6.947
H27 1.425 -0.108 -7.758
H28 3.827 -0.826 -4.352
H29 3.861 -0.785 -6.139
H30 2.984 -2.083 -5.297
F1 -4.152 -3.158 7.934
C13 -2.999 -3.707 7.539
F2 -3.287 -4.911 7.023
F3 -2.246 -3.905 8.624
C14 -2.295 -2.845 6.520
C15 -0.908 -2.865 6.444
C16 -0.265 -2.111 5.481
C17 -1.010 -1.333 4.586
C18 -2.407 -1.321 4.676
C19 -3.045 -2.076 5.641
C20 -0.345 -0.564 3.588
C21 0.221 0.110 2.739
H31 -0.335 -3.462 7.140
H32 0.814 -2.113 5.413
H33 -2.982 -0.713 3.991
H34 -4.124 -2.063 5.719

Here are the natural (NBO) charges for atoms 1 to 4, given in e: 0.80, -0.33, -0.33, 0.82

Record 5
DFT (ωB97M-V/def2-TZVPD) results for a molecular structure, C21H34AsAuO2P2S2.

relative energy (zero: lowest compared OMol25 entry of this formula, charge and spin) = 40.4 kcal/mol
<S²> = 0.757
total charge = +1
E = -4821.4929 hartree
highest occupied orbital energy (spin up / spin down) = -10.631 / -10.641 eV
multiplicity = 2

Geometry (Å):
Au1 -1.007 -1.518 0.034
C1 3.866 1.216 3.055
C2 2.911 0.052 3.048
O1 2.916 -0.527 1.700
P1 1.993 -1.657 1.198
S1 1.207 -2.280 -0.710
S2 0.134 -1.356 2.053
O2 2.620 -2.935 1.860
C3 2.275 -4.310 1.539
C4 2.781 -5.179 2.663
H1 3.740 1.764 3.989
H2 3.656 1.887 2.221
H3 4.898 0.879 2.977
H4 1.893 0.367 3.276
H5 3.201 -0.725 3.754
H6 2.747 -4.564 0.592
H7 1.195 -4.394 1.425
H8 3.863 -5.095 2.756
H9 2.520 -6.217 2.461
H10 2.327 -4.883 3.608
C5 -0.813 3.440 -1.221
As1 -0.323 1.552 -1.250
C6 0.757 1.524 -2.877
C7 1.092 1.535 0.126
C8 2.045 2.689 0.116
C9 1.840 3.788 0.948
C10 2.761 4.825 0.993
C11 3.891 4.788 0.189
C12 4.101 3.704 -0.651
C13 3.184 2.663 -0.687
H11 0.068 4.075 -1.314
H12 -1.332 3.669 -0.292
H13 -1.489 3.639 -2.052
H14 1.455 2.360 -2.897
H15 0.101 1.593 -3.744
H16 1.308 0.585 -2.933
H17 1.624 0.608 -0.068
H18 0.569 1.457 1.078
H19 0.961 3.817 1.584
H20 2.600 5.661 1.662
H21 4.605 5.600 0.219
H22 4.986 3.667 -1.274
H23 3.364 1.803 -1.323
C14 -2.944 -3.513 -2.077
P2 -2.662 -1.787 -1.585
C15 -2.427 -0.935 -3.161
C16 -4.271 -1.255 -0.958
C17 -4.798 -1.941 0.139
C18 -6.053 -1.618 0.624
C19 -6.782 -0.595 0.030
C20 -6.245 0.117 -1.030
C21 -4.988 -0.207 -1.525
H24 -3.099 -4.129 -1.193
H25 -2.070 -3.888 -2.610
H26 -3.823 -3.568 -2.718
H27 -3.297 -1.091 -3.798
H28 -1.540 -1.341 -3.649
H29 -2.267 0.127 -2.982
H30 -4.220 -2.726 0.615
H31 -6.463 -2.162 1.465
H32 -7.764 -0.343 0.408
H33 -6.804 0.926 -1.480
H34 -4.579 0.362 -2.349

Here are the natural (NBO) charges for atoms 1 to 4, given in e: 0.64, -0.63, -0.05, -0.84

Record 6
DFT (ωB97M-V/def2-TZVPD) results for 3 unconnected molecules or ions with the total composition C21H34B2ClN5O6P.

total charge = -1
E = -2396.8409 hartree
highest occupied orbital energy = -3.328 eV

Geometry (Å):
C1 -5.859 -2.212 2.303
C2 -4.947 -2.091 1.506
P1 -3.453 -1.900 0.273
Cl1 -4.908 -1.936 -1.374
C3 -2.333 -1.860 1.829
C4 -0.863 -1.365 1.713
N1 0.161 -2.450 1.440
C5 -2.050 -1.720 -1.012
C6 -1.567 -0.331 -1.540
C7 -2.391 0.275 -2.771
N2 -1.767 -0.071 -4.063
B1 -3.820 0.049 0.409
N3 -5.048 0.666 -0.219
O1 -2.948 0.964 1.082
B2 -3.258 -3.852 0.049
O2 -2.032 -4.472 0.479
C8 -4.299 -4.861 -0.651
C9 -5.735 -4.975 0.003
H1 -6.433 -2.463 3.214
H2 -2.848 -1.152 2.552
H3 -2.330 -2.824 2.423
H4 -0.655 -0.493 1.057
H5 -0.572 -1.006 2.755
H6 0.915 -1.939 0.961
H7 0.572 -2.747 2.330
H8 -2.468 -2.225 -1.944
H9 -1.137 -2.365 -0.826
H10 -0.582 -0.566 -2.069
H11 -1.242 0.451 -0.809
H12 -2.344 1.401 -2.607
H13 -3.472 0.007 -2.753
H14 -2.431 0.032 -4.827
H15 -0.896 0.428 -4.229
H16 -4.832 1.677 -0.264
H17 -5.788 0.621 0.500
H18 -3.410 1.338 1.851
H19 -1.482 -4.700 -0.289
H20 -4.433 -4.698 -1.761
H21 -3.875 -5.916 -0.598
H22 -5.630 -4.973 1.119
H23 -6.224 -5.917 -0.358
H24 -6.409 -4.122 -0.288
C10 2.420 4.668 -2.234
C11 1.439 4.485 -1.266
C12 1.347 3.276 -0.589
C13 2.245 2.261 -0.888
C14 3.221 2.432 -1.859
C15 3.306 3.641 -2.533
N4 2.169 0.992 -0.157
O3 1.291 0.872 0.673
O4 2.996 0.132 -0.423
H25 2.494 5.615 -2.756
H26 0.748 5.287 -1.035
H27 0.580 3.143 0.164
H28 3.918 1.639 -2.098
H29 4.067 3.785 -3.290
C16 6.399 0.884 2.944
C17 5.988 0.715 1.628
C18 6.155 1.743 0.711
C19 6.738 2.934 1.124
C20 7.144 3.115 2.439
C21 6.972 2.084 3.351
N5 6.936 4.014 0.150
O5 6.548 3.823 -0.988
O6 7.477 5.037 0.535
H30 6.272 0.077 3.657
H31 5.539 -0.220 1.315
H32 5.831 1.602 -0.312
H33 7.594 4.045 2.764
H34 7.288 2.212 4.379

Here are the natural (NBO) charges for atoms 1 to 4, given in e: -0.37, -0.33, 0.69, -0.49

Record 7
DFT (ωB97M-V/def2-TZVPD) results for a molecular structure, C21H34BBr2ClFLiO8.

relative energy (zero: lowest compared OMol25 entry of this formula, charge and spin) = 48.9 kcal/mol
E = -7162.8569 hartree
highest occupied orbital energy = -4.322 eV

Geometry (Å):
C1 3.903 1.122 1.355
C2 2.424 0.812 0.869
O1 2.313 -0.599 0.757
C3 2.154 1.427 -0.561
O2 0.901 1.015 -1.142
C4 -0.174 1.823 -0.763
O3 -0.150 3.225 -1.178
C5 -1.046 3.908 -0.339
O4 -1.757 4.827 -0.631
C6 -0.865 3.234 1.073
B1 0.440 3.962 1.650
O5 0.423 4.298 3.065
O6 1.568 4.342 0.921
C7 -0.792 1.712 0.678
C8 -2.337 1.291 0.646
C9 -2.649 0.156 1.683
F1 -2.315 0.509 3.011
H1 4.135 0.388 2.167
H2 3.851 2.125 1.875
H3 4.645 1.109 0.525
H4 1.750 1.243 1.660
H5 2.288 -0.904 -0.189
H6 2.286 2.538 -0.588
H7 2.958 1.009 -1.224
H8 -0.996 1.428 -1.424
H9 -1.624 3.447 1.866
H10 1.340 4.172 3.391
H11 2.307 4.570 1.516
H12 -0.385 0.976 1.404
H13 -3.022 2.169 0.858
H14 -2.656 0.886 -0.349
H15 -2.070 -0.761 1.398
H16 -3.743 -0.065 1.557
Li1 -0.215 6.116 4.341
Br1 -6.261 2.731 -1.307
C10 -6.540 4.031 0.115
C11 -5.238 4.415 0.767
Br2 -4.612 3.019 1.974
H17 -7.254 3.593 0.810
H18 -6.994 4.893 -0.371
H19 -5.368 5.297 1.394
H20 -4.437 4.599 0.052
O7 2.630 -1.416 -1.588
C12 2.797 -1.989 -2.640
O8 3.864 -2.777 -2.799
C13 4.069 -3.637 -3.929
C14 4.700 -2.886 -5.083
C15 1.867 -1.755 -3.799
H21 3.141 -4.138 -4.210
H22 4.751 -4.418 -3.591
H23 4.057 -2.080 -5.441
H24 4.903 -3.562 -5.916
H25 5.639 -2.426 -4.768
H26 2.161 -0.836 -4.308
H27 0.856 -1.644 -3.411
H28 1.838 -2.574 -4.514
C16 -1.590 -4.203 2.491
C17 -0.528 -3.728 1.705
C18 0.026 -4.540 0.726
C19 -0.472 -5.825 0.515
C20 -1.528 -6.298 1.293
C21 -2.084 -5.495 2.279
H29 -2.037 -3.559 3.271
H30 -0.143 -2.726 1.865
H31 0.850 -4.173 0.122
H32 -0.039 -6.456 -0.254
H33 -1.916 -7.298 1.126
H34 -2.901 -5.867 2.886
Cl1 -1.096 -3.783 4.658

Here are the natural (NBO) charges for atoms 1 to 4, given in e: -0.63, 0.09, -0.75, -0.13